(1)
Formula: C21H21N7O4ReS2
Source: OMol25
Level of theory: wB97M-V/def2-TZVPD

Structure (ORCA input):
```
! RIJCOSX wB97M-V def2-TZVPD def2/J DEFGRID3
* xyz 2 4
Re 10.104 11.954 8.667
N 15.530 16.744 5.994
C 14.832 15.679 6.391
C 15.340 14.414 6.043
C 14.642 13.284 6.301
C 13.392 13.424 6.962
C 12.959 14.661 7.403
C 13.696 15.788 7.158
S 12.584 11.997 7.348
O 13.291 10.840 6.947
O 11.077 11.883 6.859
N 12.119 12.059 8.942
C 12.112 12.545 10.217
N 13.082 13.036 10.986
C 12.717 13.393 12.226
C 11.391 13.276 12.723
C 10.449 12.850 11.852
N 10.800 12.485 10.599
H 16.437 16.617 5.531
H 15.204 17.673 6.202
H 16.287 14.387 5.494
H 15.051 12.328 6.056
H 12.114 14.779 8.040
H 13.363 16.736 7.566
H 13.520 13.718 12.848
H 11.150 13.480 13.758
H 9.390 12.738 12.237
C 5.961 13.104 7.847
C 7.426 12.993 8.014
N 8.094 11.885 8.154
O 7.330 10.693 8.475
C 8.220 14.153 8.175
C 7.783 15.505 7.822
N 9.484 13.959 8.518
O 10.273 14.868 8.776
H 5.503 13.499 8.745
H 5.447 12.136 7.651
H 5.703 13.841 7.124
H 7.647 10.017 7.839
H 6.889 15.524 7.228
H 8.533 15.974 7.170
H 7.600 16.164 8.672
S 10.504 7.455 9.844
C 10.693 9.134 9.888
N 10.220 9.815 8.826
C 9.749 8.907 7.825
C 9.194 9.204 6.588
C 8.763 8.147 5.776
C 8.778 6.822 6.203
C 9.285 6.510 7.435
C 9.790 7.562 8.240
H 11.220 9.608 10.716
H 9.113 10.195 6.166
H 8.358 8.373 4.793
H 8.465 6.026 5.534
H 9.235 5.475 7.812
*
```

Highest occupied orbital energy (spin up / spin down) ... -13.558 / -13.559 eV
Relative energy (zero: lowest compared OMol25 entry of this formula, charge and spin) ... 0.000 eV

Mulliken atomic charge list, values in e, 4 entries: atom 1 (Re): 0.87, atom 2 (N): -0.45, atom 3 (C): 1.11, atom 4 (C): -0.73

---

(2)
Formula: C5H14Cl2OSi2
Source: OMol25
Level of theory: wB97M-V/def2-TZVPD

Structure (ORCA input):
```
! RIJCOSX wB97M-V def2-TZVPD def2/J DEFGRID3
* xyz 0 1
C -0.437 0.824 -2.806
C -1.159 1.236 -1.512
Si -1.312 -0.185 -0.255
C -2.879 -0.177 0.954
Cl -1.121 -2.122 -0.965
O -0.098 -0.081 0.833
Si 1.435 0.104 1.236
C 2.528 -0.270 -0.283
C 1.604 -1.076 2.676
Cl 1.579 1.992 2.036
H 0.079 1.627 -3.311
H 0.366 0.124 -2.581
H -1.144 0.283 -3.462
H -2.294 1.455 -1.600
H -0.527 2.140 -1.104
H -3.806 0.110 0.445
H -3.077 -1.214 1.053
H -2.629 0.341 1.869
H 2.344 0.402 -1.245
H 3.653 -0.291 -0.057
H 2.160 -1.251 -0.588
H 0.475 -1.201 2.976
H 1.975 -2.056 2.317
H 2.286 -0.713 3.373
*
```

Highest occupied orbital energy ... -10.134 eV
Relative energy (zero: lowest compared OMol25 entry of this formula, charge and spin) ... 0.000 eV
SMILES string ... CC[Si@@](C)(Cl)O[Si](C)(C)Cl

Mulliken atomic charge list, values in e, 4 entries: atom 1 (C): -1.07, atom 2 (C): -0.28, atom 3 (Si): 0.27, atom 4 (C): -1.11

---

(3)
Formula: C28H39Br45N3O
Source: OMol25
Level of theory: wB97M-V/def2-TZVPD

Structure (ORCA input):
```
! RIJCOSX wB97M-V def2-TZVPD def2/J DEFGRID3
* xyz 1 1
C 1.829 0.858 -3.914
O 2.435 -0.405 -3.749
C 2.440 -0.849 -2.407
C 2.863 -2.301 -2.358
C 2.115 -3.073 -1.274
C 2.913 -4.294 -0.799
C 3.498 -4.200 0.601
C 2.530 -4.021 1.728
C 1.195 -4.324 1.650
C 0.421 -4.133 2.786
N 0.981 -3.656 3.891
C 0.177 -3.424 5.140
C 0.237 -1.984 5.580
C -0.310 -1.035 4.539
N -0.221 0.325 5.051
N 2.261 -3.369 4.014
C 3.022 -3.558 2.956
H 2.504 1.516 -4.443
H 0.887 0.776 -4.440
H 1.627 1.332 -2.966
H 3.116 -0.251 -1.800
H 1.426 -0.788 -2.019
H 3.930 -2.379 -2.202
H 2.609 -2.726 -3.318
H 1.858 -2.444 -0.427
H 1.170 -3.406 -1.687
H 2.322 -5.202 -0.829
H 3.743 -4.441 -1.472
H 4.257 -3.431 0.684
H 3.969 -5.150 0.821
H 0.746 -4.701 0.756
H -0.628 -4.337 2.792
H -0.847 -3.695 4.944
H 0.650 -4.073 5.860
H -0.387 -1.850 6.455
H 1.241 -1.688 5.854
H 0.267 -1.138 3.617
H -1.354 -1.262 4.361
H 0.701 0.491 5.429
H -0.409 0.988 4.318
H 4.071 -3.334 3.061
C -1.394 4.049 3.385
Br -0.888 2.570 2.259
Br -3.114 3.801 4.177
Br -0.056 4.395 4.720
H -1.452 4.924 2.753
C -4.948 7.053 1.978
Br -4.850 5.621 0.696
Br -6.573 6.970 2.989
Br -3.428 7.212 3.148
H -4.987 7.965 1.401
C 5.441 -8.772 -0.335
Br 6.116 -7.050 -0.878
Br 4.373 -8.688 1.269
Br 4.500 -9.641 -1.760
H 6.302 -9.381 -0.096
C 6.113 -1.700 -0.730
Br 4.275 -1.130 -0.756
Br 6.291 -3.538 -1.289
Br 7.244 -0.532 -1.738
H 6.438 -1.648 0.294
C 8.091 -3.826 3.083
Br 6.342 -3.017 2.865
Br 8.140 -5.652 2.496
Br 9.442 -2.766 2.226
H 8.307 -3.822 4.141
C -5.961 11.011 -0.081
Br -7.092 10.546 1.404
Br -4.634 12.305 0.414
Br -5.167 9.454 -0.896
H -6.591 11.465 -0.831
C -3.899 2.550 7.746
Br -5.106 1.952 9.117
Br -2.837 4.039 8.332
Br -2.794 1.120 7.089
H -4.501 2.893 6.919
C -5.821 4.681 -5.404
Br -6.643 2.961 -5.649
Br -6.631 6.005 -6.537
Br -5.826 5.248 -3.566
H -4.789 4.596 -5.705
C -10.286 2.068 -7.205
Br -9.604 0.328 -6.732
Br -11.566 1.950 -8.634
Br -11.000 2.976 -5.675
H -9.452 2.650 -7.566
C 10.319 1.594 -3.834
Br 11.267 0.570 -2.511
Br 9.598 0.471 -5.214
Br 8.953 2.683 -3.030
H 11.031 2.260 -4.296
C -13.849 4.700 -2.723
Br -12.676 6.206 -2.513
Br -14.463 4.536 -4.537
Br -13.029 3.071 -2.116
H -14.716 4.877 -2.104
C 8.964 0.642 4.590
Br 7.564 -0.490 5.274
Br 8.616 1.141 2.765
Br 9.253 2.168 5.713
H 9.872 0.059 4.594
C -1.548 6.553 -5.030
Br -0.790 4.853 -4.547
Br -2.804 6.371 -6.476
Br -2.331 7.439 -3.516
H -0.742 7.176 -5.385
C 9.466 -10.517 0.806
Br 9.167 -8.616 0.867
Br 8.633 -11.404 2.291
Br 8.894 -11.248 -0.875
H 10.530 -10.677 0.887
C -13.284 -0.688 -5.824
Br -13.902 1.102 -5.516
Br -12.381 -1.390 -4.276
Br -14.701 -1.850 -6.405
H -12.558 -0.644 -6.623
*
```

Highest occupied orbital energy ... -10.699 eV

Mulliken atomic charge list, values in e, 4 entries: atom 1 (C): -0.82, atom 2 (O): -0.36, atom 3 (C): -0.65, atom 4 (C): -1.23

---

(4)
Formula: C4H15N3O
Source: OMol25
Level of theory: wB97M-V/def2-TZVPD

Structure (ORCA input):
```
! RIJCOSX wB97M-V def2-TZVPD def2/J DEFGRID3
* xyz 0 1
C 0.634 -0.872 -0.036
C -0.028 -0.141 -1.285
C -1.254 -0.840 -1.632
N -2.563 -0.466 0.621
N 1.574 -0.105 0.632
C 1.132 0.389 1.901
N -0.047 1.268 1.842
H -0.138 -1.171 0.661
H 1.111 -1.777 -0.426
H -0.139 0.918 -1.107
H 0.733 -0.219 -2.064
H -1.915 -0.340 -2.329
H -1.100 -1.900 -1.855
H -3.047 -1.355 0.735
H -1.911 -0.793 -0.548
H -3.237 0.292 0.581
H 1.922 0.972 2.354
H 0.894 -0.436 2.586
H 0.051 1.831 1.008
H -0.886 0.718 1.697
H 3.275 1.900 -1.361
H 2.421 0.814 -0.565
O 2.517 1.315 -1.411
*
```

Highest occupied orbital energy ... -7.240 eV
Relative energy (zero: lowest compared OMol25 entry of this formula, charge and spin) ... 6.835 eV

Mulliken atomic charge list, values in e, 4 entries: atom 1 (C): -0.78, atom 2 (C): -0.31, atom 3 (C): -0.96, atom 4 (N): -0.75

---

(5)
Formula: C2H7N2S2
Source: OMol25
Level of theory: wB97M-V/def2-TZVPD

Structure (ORCA input):
```
! RIJCOSX wB97M-V def2-TZVPD def2/J DEFGRID3
* xyz 1 1
N -1.661 -0.798 -0.366
C -1.477 0.379 0.197
N -0.369 0.992 0.377
C 0.941 0.540 -0.028
S 1.343 -0.911 1.220
S 3.383 -0.815 1.634
H -0.852 -1.515 -0.517
H -2.577 -1.191 -0.410
H -2.352 0.861 0.536
H -0.343 2.004 0.439
H 1.177 0.085 -1.120
H 1.676 1.240 0.111
H 3.768 -1.818 0.757
*
```

Highest occupied orbital energy ... -13.055 eV
Relative energy (zero: lowest compared OMol25 entry of this formula, charge and spin) ... 0.955 eV
SMILES string ... N/C=[NH+]\CSS

Mulliken atomic charge list, values in e, 4 entries: atom 1 (N): -0.33, atom 2 (C): 0.14, atom 3 (N): -0.10, atom 4 (C): -0.72

---

(6)
Formula: C6H20O5
Source: OMol25
Level of theory: wB97M-V/def2-TZVPD

Structure (ORCA input):
```
! RIJCOSX wB97M-V def2-TZVPD def2/J DEFGRID3
* xyz 0 1
C 0.779 2.795 -0.194
C -0.030 1.848 0.250
C 0.197 0.393 0.020
C 0.059 -0.059 -1.408
C 0.465 -0.396 1.066
C 0.713 -1.883 1.030
H 1.679 2.591 -0.767
H 0.585 3.851 -0.057
H -0.941 2.106 0.781
H -0.867 0.328 -1.840
H 0.050 -1.142 -1.523
H 0.883 0.336 -2.005
H 0.540 0.053 2.051
H 0.279 -2.361 1.910
H 1.786 -2.068 1.090
H 0.303 -2.362 0.144
O 3.518 0.293 0.009
H 3.902 0.990 -0.534
H 2.599 0.546 0.178
O -2.334 0.313 2.562
H -3.103 0.427 3.136
H -1.740 -0.260 3.068
O -2.992 -0.912 0.115
H -2.833 -0.391 0.927
H -2.112 -1.205 -0.147
O 3.617 -2.240 -1.252
H 3.705 -1.395 -0.774
H 2.677 -2.372 -1.392
O -3.388 0.823 -2.060
H -3.293 0.286 -1.251
H -4.115 0.452 -2.564
*
```

Highest occupied orbital energy ... -9.466 eV
Relative energy (zero: lowest compared OMol25 entry of this formula, charge and spin) ... 0.990 eV
SMILES string ... C=C/C(C)=C/C.O.O.O.O.O

Mulliken atomic charge list, values in e, 4 entries: atom 1 (C): -0.77, atom 2 (C): -0.30, atom 3 (C): 0.53, atom 4 (C): -1.23

---

Energy, record by record: -64520.62719, -48265.68537, -3188083.27576, -10902.70420, -26830.97812, -16783.26279 eV